Below is the ion C6H12NOS with charge +1 in a non-equilibrium geometry, with properties calculated with the ωB97M-V functional and the def2-TZVPD basis.

Output
Electronic energy ... -20781.4233 eV
Maximum force ... 3.405 eV/A
Total charge ... +1
Molecular weight ... 146.2 g/mol
Relative energy (zero: lowest compared OMol25 entry of this formula, charge and spin) ... 24.2 kcal per mole
HOMO ... -0.496 hartree

Atoms and positions in Å:
1 C -0.15623 -2.15710 -0.10942
2 C -1.52713 -1.63032 0.43079
3 O -1.73465 -0.22474 0.25771
4 C -0.99721 0.54166 1.18276
5 C -0.16008 1.66602 0.43241
6 C 0.19423 1.30044 -1.04679
7 N 1.56191 0.75146 -1.26901
8 C 2.35888 1.05112 -0.28140
9 S 1.57004 1.97615 1.05138
10 H -0.14167 -2.30125 -1.21855
11 H 0.72982 -1.56793 0.21817
12 H -0.02028 -3.18597 0.31279
13 H -2.32239 -2.13671 -0.16661
14 H -1.63843 -1.91640 1.50113
15 H -0.29867 -0.03947 1.82494
16 H -1.71234 1.08556 1.84837
17 H -0.64257 2.66627 0.51034
18 H 0.26841 2.29694 -1.56886
19 H -0.57928 0.79976 -1.67099
20 H 1.81556 0.21330 -2.09343
21 H 3.43209 0.81121 -0.14573

Cartesian forces (eV/Å) of the 2 atoms listed first:
C -0.2 -0.7 0.2
C 0.3 -1.0 -0.6

Results of the Mulliken charge analysis, in e, for atoms 1 through 5: number 1, C, carries -0.78; number 2, C, carries -0.38; number 3, O, carries -0.38; number 4, C, carries -0.61; number 5, C, carries 0.03

***

Below is a structure of composition C27H44Cl3N3O6Ti, with properties calculated with the ωB97M-V functional and the def2-TZVPD basis.

Output
Electronic energy ... -106127.0475 eV
Maximum force ... 0.605 eV/A
Total charge ... +3
Molecular weight ... 660.9 g/mol
Multiplicity ... 2
HOMO (alpha / beta) ... -0.539 / -0.539 hartree

Atoms and positions in Å:
1 Ti 1.09612 -2.18724 1.76348
2 C -1.39374 -0.32560 2.17713
3 C -2.00569 -1.65206 1.77364
4 O -0.93853 -2.43663 1.19497
5 C -1.31446 -3.55279 0.35316
6 C -0.31988 -4.66744 0.60353
7 O 0.97781 -4.04062 0.77841
8 C 2.13020 -4.78948 0.32664
9 C 3.36792 -3.88147 0.40383
10 O 2.99311 -2.62052 1.00740
11 C 4.11172 -1.75166 1.33453
12 C 3.53340 -0.52851 2.01890
13 O 2.49039 -1.04681 2.87860
14 C 1.89922 -0.13469 3.84499
15 C 0.68250 0.49564 3.21458
16 O -0.05176 -0.61688 2.64421
17 H -1.95858 0.12642 2.99376
18 H -1.33620 0.37480 1.34087
19 H -2.77911 -1.49037 1.02173
20 H -2.42816 -2.20207 2.61683
21 H -1.29793 -3.20240 -0.68087
22 H -2.32263 -3.87949 0.61026
23 H -0.27916 -5.34217 -0.25232
24 H -0.54444 -5.24037 1.50364
25 H 1.94504 -5.11459 -0.69778
26 H 2.24415 -5.66643 0.96449
27 H 3.77594 -3.66853 -0.58519
28 H 4.14690 -4.33536 1.01826
29 H 4.63540 -1.48083 0.41610
30 H 4.78189 -2.30765 1.99261
31 H 3.10469 0.18387 1.31284
32 H 4.29933 -0.03960 2.62198
33 H 2.63876 0.59965 4.16256
34 H 1.62427 -0.75954 4.69370
35 H 0.93189 1.20125 2.41861
36 H 0.06343 0.99951 3.95879
37 Cl -0.10173 -3.42072 3.93897
38 C 1.17879 -4.51641 4.56461
39 Cl 2.65521 -4.17478 3.66239
40 H 0.86245 -5.53976 4.39739
41 H 1.33018 -4.29076 5.61446
42 C -0.95790 0.65159 -4.67645
43 C -1.66140 0.99666 -3.35978
44 C -1.94180 -0.30952 -2.59402
45 C -3.03076 1.61191 -3.67698
46 C -0.80148 2.00407 -2.53151
47 O -1.20310 2.00042 -1.14804
48 C -0.79012 3.44771 -3.10784
49 C -1.84977 4.44006 -2.59315
50 C -1.69898 4.79092 -1.13122
51 C -0.51370 5.33048 -0.63572
52 C -0.35792 5.59636 0.71425
53 C -1.40489 5.32360 1.58560
54 Cl -1.20500 5.62760 3.28357
55 C -2.61000 4.82862 1.11568
56 C -2.74748 4.57191 -0.24228
57 C 0.70131 1.66510 -2.38339
58 N 0.94241 0.39838 -1.68728
59 C 0.81150 0.24326 -0.38407
60 N 1.03610 -1.03352 -0.06017
61 C 1.33696 -1.60332 -1.27298
62 N 1.30312 -0.76178 -2.26541
63 H -1.62193 0.05291 -5.30033
64 H -0.05082 0.06755 -4.51552
65 H -0.69740 1.53750 -5.25508
66 H -2.70628 -0.86940 -3.13287
67 H -2.32146 -0.11030 -1.58946
68 H -1.07038 -0.95917 -2.53090
69 H -3.64213 0.87419 -4.19630
70 H -2.95593 2.48052 -4.32810
71 H -3.57754 1.89974 -2.77543
72 H -2.05382 2.44547 -1.04865
73 H -0.83782 3.39685 -4.19486
74 H 0.18046 3.89583 -2.88020
75 H -2.86252 4.08016 -2.76699
76 H -1.75085 5.34508 -3.19705
77 H 0.30366 5.55947 -1.30922
78 H 0.55912 6.02592 1.09312
79 H -3.43124 4.66199 1.79895
80 H -3.69917 4.20407 -0.61307
81 H 1.07337 2.42246 -1.69415
82 H 1.29739 1.68693 -3.29038
83 H 0.50673 1.04971 0.26019
84 H 1.57275 -2.64486 -1.40924

Cartesian forces (eV/Å) of the 2 atoms listed first:
Ti -0.3 0.2 -0.4
C 0.0 0.1 0.0

Results of the Mulliken charge analysis, in e, for atoms 1 through 5: number 1, Ti, carries 0.23; number 2, C, carries -0.19; number 3, C, carries -0.82; number 4, O, carries 0.00; number 5, C, carries -0.60

***

Below is an isolated molecule of C2H4OS in a non-equilibrium geometry, with properties calculated with the ωB97M-V functional and the def2-TZVPD basis.

Output
Electronic energy ... -15016.1285 eV
Maximum force ... 6.336 eV/A
Molecular weight ... 76.1 g/mol
Relative energy (zero: lowest compared OMol25 entry of this formula, charge and spin) ... 39.7 kcal per mole
Multiplicity ... 3
HOMO (alpha / beta) ... -0.223 / -0.359 hartree

Atoms and positions in Å:
1 C 1.01040 1.01051 -0.17454
2 C 0.06766 -0.35253 0.51556
3 O 2.11639 1.38192 0.08286
4 S -1.23298 -0.79672 -0.66855
5 H 0.40486 1.51853 -0.93519
6 H 0.41587 -1.31711 0.85014
7 H -0.22236 0.18865 1.36357
8 H -2.33254 -0.31291 -0.05355

Cartesian forces (eV/Å) of the 2 atoms listed first:
C -5.6 -2.6 -1.2
C 0.0 1.2 -1.6

Results of the Mulliken charge analysis, in e, for atoms 1 through 5: number 1, C, carries -0.27; number 2, C, carries -0.42; number 3, O, carries -0.30; number 4, S, carries -0.19; number 5, H, carries 0.38

***

Below is a cluster of 2 separate species, C4H7IOS in total in a non-equilibrium geometry, with properties calculated with the ωB97M-V functional and the def2-TZVPD basis.

Output
Electronic energy ... -25242.9428 eV
Maximum force ... 4.474 eV/A
Molecular weight ... 230.1 g/mol
Relative energy (zero: lowest compared OMol25 entry of this formula, charge and spin) ... 29.7 kcal per mole
HOMO (alpha / beta) ... -0.270 / -0.270 hartree

Atoms and positions in Å:
1 C 0.50787 1.40239 0.43638
2 C 0.26015 1.31858 -1.09605
3 C -0.89426 -0.48463 0.29445
4 C -1.10936 -1.87757 0.66272
5 O 0.03451 0.21567 0.96804
6 S -1.00108 0.08613 -1.38006
7 I 2.53337 -1.33718 -0.35921
8 H 1.61452 1.50442 0.51582
9 H -0.00744 2.18361 0.92990
10 H 0.10053 2.24068 -1.62374
11 H 1.20137 1.03662 -1.62150
12 H 0.01792 -2.09374 0.55439
13 H -1.87501 -2.27856 0.01282
14 H -1.38310 -1.91644 1.70605

Cartesian forces (eV/Å) of the 2 atoms listed first:
C 1.2 0.7 -2.7
C 1.6 0.3 -0.5

Results of the Mulliken charge analysis, in e, for atoms 1 through 5: number 1, C, carries -0.54; number 2, C, carries -0.44; number 3, C, carries 0.30; number 4, C, carries -0.44; number 5, O, carries -0.23

***

Below is an isolated molecule of C16H14O5 in a non-equilibrium geometry, with properties calculated with the ωB97M-V functional and the def2-TZVPD basis.

Output
Electronic energy ... -27054.2162 eV
Maximum force ... 3.267 eV/A
Molecular weight ... 286.3 g/mol
Relative energy (zero: lowest compared OMol25 entry of this formula, charge and spin) ... 20.7 kcal per mole
Structure (SMILES) ... Oc1ccc(CC2=Cc3ccc(O)c(O)c3OC2)cc1O
HOMO ... -0.280 hartree

Atoms and positions in Å:
1 O -3.88988 -1.18983 -4.47099
2 O -2.13940 1.17348 -4.12055
3 O 5.61753 -0.61124 2.43386
4 O 3.73914 1.09226 3.57344
5 O 1.31736 1.40786 2.53827
6 C 0.51427 -0.34143 0.25203
7 C -0.32263 0.49073 0.90035
8 C -3.71617 -1.47308 -2.17652
9 C 4.11010 -1.20725 0.68186
10 C 2.84457 -1.07497 0.23210
11 C -3.29650 -1.14946 -0.86475
12 C -2.09921 0.71312 -1.81077
13 C -3.48815 -0.65772 -3.28010
14 C -2.57348 0.36424 -3.11738
15 C 4.36455 -0.54129 1.88421
16 C 3.43684 0.28922 2.52943
17 C 2.19946 0.48141 1.94259
18 C 1.86542 -0.26295 0.72516
19 C -2.49052 0.02511 -0.70534
20 C -0.00971 1.54645 1.93938
21 C -1.90929 0.26228 0.72986
22 H -3.86848 -0.41526 -5.08308
23 H -1.69260 1.86335 -3.68606
24 H 5.74480 0.15003 3.07559
25 H 2.98260 1.59840 3.94015
26 H 0.07292 -0.94569 -0.53496
27 H -4.35849 -2.34900 -2.15038
28 H 4.86119 -1.84518 0.13146
29 H 2.58578 -1.63000 -0.62685
30 H -3.56726 -1.67339 0.04709
31 H -1.40502 1.51345 -1.64793
32 H -0.73323 1.36612 2.73419
33 H -0.11185 2.52932 1.53309
34 H -2.32667 1.11195 1.13278
35 H -2.25801 -0.61102 1.31877

Cartesian forces (eV/Å) of the 2 atoms listed first:
O -0.1 2.1 -1.1
O -1.2 -1.6 -1.5

Results of the Mulliken charge analysis, in e, for atoms 1 through 5: number 1, O, carries -0.54; number 2, O, carries -0.57; number 3, O, carries -0.60; number 4, O, carries -0.65; number 5, O, carries -0.53

***

> Which formula does entry 3 have?

C2H4OS